Below is a molecular structure, C29H43N3O5PPdSbTe, with properties calculated with wB97M-V/def2-TZVPD.

Element x y z (Å)
1 Pd 0.25471 0.22676 -2.08200
2 C -5.61151 -0.61578 10.15019
3 O -4.21520 -0.62131 10.01330
4 C -3.72262 -0.59281 8.71887
5 C -4.50806 -0.47554 7.58225
6 C -3.90539 -0.45282 6.32822
7 C -2.52252 -0.54359 6.17021
8 C -1.74787 -0.66429 7.33857
9 C -2.34066 -0.68680 8.58535
10 N -2.02828 -0.51399 4.86311
11 N -0.74103 -0.51229 4.81874
12 C -0.12136 -0.47321 3.63386
13 C 1.29438 -0.43411 3.73877
14 C 2.24138 -0.19061 2.79557
15 C 2.04216 0.49068 1.53272
16 O 2.93259 0.86729 0.80986
17 C -0.26567 -0.07361 1.16039
18 N -0.74118 -0.28835 -0.05970
19 C -1.75303 -1.14326 -0.20435
20 C -2.33066 -1.79021 0.87269
21 C -1.84257 -1.53569 2.13860
22 C -0.77296 -0.65556 2.32005
23 H -5.81977 -0.69618 11.21595
24 H -6.07359 -1.46193 9.62984
25 H -6.05438 0.31099 9.76833
26 H -5.58499 -0.39872 7.64885
27 H -4.50915 -0.35892 5.43382
28 H -0.67467 -0.74119 7.23696
29 H -1.74249 -0.78224 9.48440
30 H 1.65159 -0.65801 4.74028
31 H 3.28410 -0.31715 3.05294
32 H -2.08492 -1.32538 -1.21837
33 H -3.12122 -2.50781 0.70532
34 H -2.26622 -2.02357 3.00210
35 C 2.83381 -6.32284 -1.70502
36 C 2.61954 -5.10849 -0.82398
37 O 2.14795 -4.02901 -1.61429
38 P 0.74664 -3.29303 -1.04857
39 O 0.74051 0.86852 1.19792
40 Te -0.97182 -4.99923 -1.47605
41 O 0.66100 -2.19997 -2.28079
42 C 0.48081 -2.62361 -3.64263
43 C -0.82502 -2.08432 -4.18000
44 H 3.26322 -7.14661 -1.12725
45 H 3.51271 -6.07834 -2.52483
46 H 1.87654 -6.63616 -2.12244
47 H 3.55488 -4.80381 -0.34079
48 H 1.90134 -5.35368 -0.03367
49 H 0.51195 -3.71392 -3.68405
50 H 1.32834 -2.22659 -4.20523
51 H -1.66044 -2.56551 -3.67043
52 H -0.89979 -2.27993 -5.25415
53 H -0.86602 -0.99981 -4.01170
54 C -1.01375 4.63641 -3.29715
55 C -0.16247 3.85500 -4.28961
56 C -1.00322 3.36329 -5.46253
57 Sb 0.87444 2.20092 -3.32334
58 C 2.20910 1.68768 -4.98389
59 C 1.53679 0.64917 -5.87822
60 C 3.49859 1.10633 -4.41681
61 C 2.38325 3.34153 -2.26041
62 C 3.02437 4.44325 -3.09498
63 C 1.87845 3.87254 -0.92243
64 H -1.54394 5.45558 -3.79868
65 H -0.41173 5.06859 -2.49644
66 H -1.76551 3.99230 -2.83349
67 H 0.63583 4.49841 -4.67138
68 H -1.76465 2.65159 -5.13097
69 H -0.39329 2.86759 -6.21802
70 H -1.52123 4.20032 -5.94722
71 H 2.41962 2.59530 -5.56533
72 H 1.33320 -0.25039 -5.29891
73 H 2.18946 0.37796 -6.71698
74 H 0.58357 0.98639 -6.29046
75 H 3.27445 0.30317 -3.70751
76 H 4.10047 1.84327 -3.88376
77 H 4.11618 0.68262 -5.21816
78 H 3.10902 2.55721 -2.03779
79 H 2.32006 5.26606 -3.26269
80 H 3.35773 4.08562 -4.07269
81 H 3.89498 4.86639 -2.57938
82 H 1.11472 4.64630 -1.04592
83 H 2.70278 4.31962 -0.35451
84 H 1.46773 3.06554 -0.31809

Force components x, y, z for each atom (eV/Å):
Pd -0.278 0.160 0.381
C -0.003 0.009 0.001
O 0.006 -0.026 -0.022
C 0.000 0.013 0.021
C -0.007 -0.003 -0.008
C 0.022 -0.004 0.010
C -0.024 -0.008 0.081
C -0.024 0.004 -0.023
C -0.001 0.004 0.006
N 0.102 0.001 -0.060
N -0.097 0.013 0.035
C 0.025 -0.003 -0.082
C -0.108 0.007 -0.008
C 0.026 0.141 -0.131
C 0.013 -0.246 0.002
O -0.051 0.125 0.023
C 0.004 0.128 -0.214
N 0.138 -0.178 0.025
C -0.092 -0.047 0.195
C -0.037 0.018 -0.129
C 0.076 0.041 0.045
C -0.008 -0.035 0.119
H -0.001 0.008 0.000
H 0.003 -0.001 0.001
H -0.003 -0.002 0.000
H -0.002 -0.001 -0.002
H -0.004 -0.001 0.002
H 0.000 -0.001 0.008
H 0.007 0.000 -0.007
H -0.026 -0.024 0.022
H 0.010 0.021 -0.027
H -0.020 -0.016 -0.005
H 0.007 -0.012 0.006
H -0.007 0.003 0.015
C 0.009 0.001 0.001
C 0.048 -0.009 -0.041
O 0.026 -0.034 0.043
P -0.046 -0.109 0.207
O 0.079 0.007 0.070
Te -0.013 0.026 0.010
O -0.215 -0.084 -0.309
C 0.146 0.047 0.019
C 0.024 0.038 0.036
H -0.003 -0.011 0.001
H 0.005 0.001 0.001
H 0.002 -0.001 0.003
H 0.007 0.012 -0.003
H -0.008 -0.009 -0.007
H -0.050 0.016 -0.025
H 0.063 0.012 -0.020
H -0.010 -0.006 0.005
H -0.013 -0.009 -0.002
H -0.020 -0.062 -0.027
C 0.020 -0.009 0.000
C 0.032 0.039 -0.098
C 0.000 0.028 0.036
Sb 0.365 -0.227 -0.082
C -0.129 0.222 -0.178
C 0.043 0.107 -0.024
C 0.030 0.010 -0.002
C -0.121 0.230 0.059
C 0.019 -0.007 0.014
C 0.058 -0.042 0.020
H -0.006 0.004 0.001
H -0.030 -0.007 -0.003
H 0.013 -0.014 0.019
H -0.021 0.039 -0.025
H 0.011 -0.011 0.006
H -0.006 0.011 -0.028
H -0.016 -0.007 0.000
H 0.027 -0.056 0.018
H -0.040 -0.108 0.028
H -0.003 -0.044 0.001
H 0.018 0.003 0.006
H -0.016 -0.042 -0.021
H 0.007 0.040 -0.041
H 0.011 -0.018 0.026
H 0.085 0.012 -0.012
H 0.032 -0.046 -0.001
H 0.006 0.030 0.014
H 0.000 0.017 -0.001
H 0.004 -0.033 -0.013
H 0.007 0.003 -0.006
H -0.076 -0.040 0.043

Summary:
* charge: -2
* highest occupied orbital energy: -1.4 eV
* calculated total energy: -72078.1781 eV
* lowest unoccupied orbital energy: 3.76 eV
* energy relative to the best compared isomer or geometry (same formula, charge and spin): 43.7 kcal/mol
* max |F|: 0.5 eV/Å
* 2S+1: 1

Charges obtained by Löwdin population analysis, quoted in units of e: Pd 0.09; C -0.13; O -0.11; C -0.30; C -0.05; C -0.04; C -0.29; C -0.04; C -0.04; N 0.00; N 0.02; C -0.25; C -0.05; C -0.04; C -0.47; O 0.07; C -0.27; N 0.06; C -0.18; C -0.07; C -0.01; C -0.08; H 0.08; H 0.09; H 0.09; H 0.09; H 0.10; H 0.09; H 0.11; H 0.10; H 0.09; H 0.09; H 0.09; H 0.10; C -0.11; C -0.41; O -0.47; P 0.48; O 0.05; Te 0.00; O -0.56; C -0.37; C -0.12; H 0.06; H 0.07; H 0.03; H 0.10; H 0.06; H 0.05; H 0.10; H 0.04; H 0.07; H 0.03; C -0.17; C -0.59; C -0.17; Sb 1.43; C -0.58; C -0.17; C -0.17; C -0.57; C -0.16; C -0.16; H 0.07; H 0.04; H 0.07; H 0.07; H 0.07; H 0.04; H 0.07; H 0.07; H 0.04; H 0.07; H 0.05; H 0.07; H 0.05; H 0.07; H 0.07; H 0.06; H 0.05; H 0.07; H 0.05; H 0.07; H 0.05